The following is a DFT calculation (the ωB97M-V functional and the def2-TZVPD basis) of a molecular structure, C31H35N6O16PSi2.

The net charge is 0. As for the LUMO energy: -0.022 Eh.

Geometry (Å):
1 N 1.11 4.84 3.14
2 Si -0.10 5.38 2.05
3 C -0.10 7.24 1.96
4 O 1.19 7.58 1.39
5 O 1.01 8.10 0.07
6 O 0.20 4.94 0.47
7 Si 0.95 3.58 -0.04
8 P 3.21 3.76 -0.18
9 O 3.71 2.81 -1.18
10 O 3.91 3.57 1.26
11 O 3.49 5.31 -0.51
12 H 2.03 5.25 3.02
13 H 1.20 3.85 3.33
14 H -1.38 4.78 2.45
15 H -0.18 7.75 2.92
16 H -0.88 7.59 1.29
17 H 1.01 7.28 -0.44
18 H 0.65 2.41 0.82
19 H 0.56 3.31 -1.43
20 H 4.22 4.41 1.63
21 H 4.31 5.39 -1.02
22 C 3.17 0.31 -5.72
23 C 3.60 0.83 -4.50
24 C 2.81 0.70 -3.37
25 C 1.59 0.06 -3.50
26 C 1.13 -0.45 -4.70
27 C 1.94 -0.32 -5.82
28 N 0.75 -0.10 -2.31
29 O 1.18 0.30 -1.24
30 O -0.34 -0.63 -2.43
31 H 3.81 0.40 -6.59
32 H 4.56 1.32 -4.42
33 H 3.12 1.11 -2.42
34 H 0.17 -0.94 -4.76
35 H 1.61 -0.72 -6.77
36 C 0.94 -5.16 -0.62
37 C 2.01 -6.01 -0.87
38 C 2.83 -5.79 -1.97
39 C 2.55 -4.72 -2.80
40 C 1.49 -3.87 -2.57
41 C 0.68 -4.10 -1.47
42 N 3.41 -4.47 -3.97
43 O 4.32 -5.25 -4.17
44 O 3.16 -3.51 -4.66
45 H 0.31 -5.33 0.24
46 H 2.22 -6.84 -0.21
47 H 3.67 -6.44 -2.19
48 H 1.29 -3.05 -3.24
49 H -0.16 -3.44 -1.28
50 C -3.02 -0.77 -0.76
51 C -2.47 -0.36 0.44
52 C -3.20 -0.48 1.62
53 C -4.47 -1.02 1.55
54 C -5.04 -1.44 0.36
55 C -4.30 -1.31 -0.80
56 N -5.25 -1.16 2.80
57 O -4.73 -0.77 3.83
58 O -6.35 -1.66 2.73
59 H -2.44 -0.67 -1.67
60 H -1.47 0.05 0.46
61 H -2.80 -0.17 2.57
62 H -6.04 -1.86 0.36
63 H -4.73 -1.63 -1.74
64 C -0.97 -10.75 -4.89
65 C -1.40 -10.68 -3.57
66 C -1.36 -9.47 -2.89
67 C -0.89 -8.36 -3.57
68 C -0.46 -8.40 -4.88
69 C -0.50 -9.62 -5.54
70 N -0.86 -7.06 -2.86
71 O -1.21 -7.04 -1.70
72 O -0.47 -6.09 -3.48
73 H -1.00 -11.70 -5.41
74 H -1.76 -11.56 -3.06
75 H -1.69 -9.38 -1.87
76 H -0.10 -7.51 -5.36
77 H -0.16 -9.68 -6.56
78 C -1.98 6.92 9.73
79 C -2.46 6.01 8.80
80 C -2.00 6.03 7.49
81 C -1.06 6.99 7.15
82 C -0.57 7.92 8.05
83 C -1.04 7.87 9.36
84 N -0.56 7.02 5.76
85 O -1.02 6.22 4.98
86 O 0.28 7.86 5.49
87 H -2.35 6.89 10.75
88 H -3.19 5.26 9.09
89 H -2.35 5.34 6.75
90 H 0.16 8.64 7.74
91 H -0.67 8.59 10.08


The following is a DFT calculation (the ωB97M-V functional and the def2-TZVPD basis) of a molecular structure, C2HCl3O2S.

The net charge is 0. As for the LUMO energy (alpha / beta): -0.095 / -0.095 Eh. The value obtained for the energy above the lowest of the compared OMol25 structures with the same formula, charge and spin is 291.6 kJ/mol.

Geometry (Å):
1 C -0.30 0.17 0.53
2 C 1.09 -0.08 0.39
3 O -2.49 -0.46 -0.69
4 O -1.09 1.18 -1.89
5 S -1.18 0.10 -0.93
6 Cl 1.67 -1.67 -0.24
7 Cl 1.75 1.25 -0.61
8 Cl 1.71 0.07 2.10
9 H -1.16 -0.58 1.35


The following is a DFT calculation (the ωB97M-V functional and the def2-TZVPD basis) of a molecular structure, C25H32FIrN4O2P.

The multiplicity is 6. The net charge is +2. As for the LUMO energy (alpha / beta): -0.182 / -0.320 Eh. The expectation value of S² is 8.7679. The value obtained for the energy above the lowest of the compared OMol25 structures with the same formula, charge and spin is 98.8 kJ/mol.

Geometry (Å):
1 Ir 0.37 0.29 -1.25
2 N 1.45 -1.45 -2.52
3 C 2.37 -0.88 -3.51
4 C 3.11 0.31 -2.89
5 N 2.21 1.40 -2.47
6 C 1.71 2.17 -3.62
7 C 0.20 2.50 -3.54
8 N -0.55 1.30 -3.16
9 C 2.87 2.23 -1.44
10 C 1.89 3.15 -0.71
11 N 0.82 2.36 -0.09
12 H 1.97 -1.93 -1.79
13 H 0.81 -2.12 -2.94
14 H 1.80 -0.60 -4.39
15 H 3.13 -1.61 -3.82
16 H 3.85 0.68 -3.61
17 H 3.64 -0.05 -2.01
18 H 1.87 1.59 -4.53
19 H 2.26 3.11 -3.72
20 H -0.10 2.87 -4.53
21 H 0.00 3.28 -2.81
22 H -0.54 0.62 -3.92
23 H -1.53 1.51 -2.99
24 H 3.67 2.83 -1.88
25 H 3.30 1.56 -0.71
26 H 1.45 3.88 -1.39
27 H 2.46 3.70 0.05
28 H 0.01 2.94 0.11
29 H 1.16 1.96 0.78
30 O -3.21 0.15 -2.09
31 C -2.73 -0.51 -1.20
32 O -1.50 -0.91 -1.14
33 C -3.49 -0.92 0.03
34 C -4.85 -1.17 0.01
35 C -5.47 -1.56 1.19
36 C -4.74 -1.67 2.36
37 C -3.38 -1.40 2.39
38 C -2.74 -1.03 1.21
39 P -0.96 -0.70 1.13
40 C -0.58 0.53 2.40
41 C 0.76 0.72 2.77
42 C 1.08 1.67 3.72
43 C 0.08 2.47 4.27
44 C -1.24 2.31 3.86
45 C -1.57 1.36 2.91
46 C -0.10 -2.24 1.52
47 C 0.05 -3.21 0.54
48 C 0.72 -4.39 0.83
49 C 1.25 -4.59 2.09
50 C 1.08 -3.63 3.08
51 C 0.42 -2.45 2.80
52 H -5.39 -1.08 -0.91
53 H -6.52 -1.79 1.18
54 H -5.23 -1.99 3.27
55 H -2.81 -1.49 3.31
56 H 1.53 0.11 2.32
57 H 2.10 1.80 4.03
58 H 0.33 3.21 5.01
59 H -2.01 2.93 4.29
60 H -2.60 1.24 2.59
61 H -0.37 -3.04 -0.45
62 H 0.84 -5.15 0.07
63 H 1.79 -5.49 2.31
64 H 1.48 -3.79 4.07
65 H 0.30 -1.70 3.57
66 F 2.01 -0.26 -0.03


The following is a DFT calculation (the ωB97M-V functional and the def2-TZVPD basis) of a gas-phase ion, C6H11NO4P (charge +1).

The net charge is +1. As for the LUMO energy: -0.114 Eh.

Geometry (Å):
1 C -0.83 -0.50 1.88
2 C 2.53 2.39 -0.03
3 C 3.35 1.11 -0.07
4 C -1.46 -0.54 0.50
5 C -1.97 -1.88 -0.02
6 C -2.47 0.56 0.66
7 N -0.29 -0.06 -0.54
8 O -1.29 -0.71 2.95
9 O 0.50 -0.11 1.76
10 O 1.13 1.97 0.30
11 O 2.50 -0.04 0.09
12 P 0.97 0.39 0.35
13 H 2.85 3.03 0.84
14 H 2.62 2.90 -1.01
15 H 3.88 1.08 -1.04
16 H 4.15 1.02 0.65
17 H -1.20 -2.27 -0.58
18 H -2.77 -1.66 -0.70
19 H -2.37 -2.44 0.83
20 H -1.99 1.63 0.59
21 H -3.10 0.47 1.47
22 H -3.07 0.53 -0.17
23 H -0.52 0.12 -1.53


The following is a DFT calculation (the ωB97M-V functional and the def2-TZVPD basis) of a molecular structure, C29H32FeN4P2.

The multiplicity is 6. The net charge is +1. As for the LUMO energy (alpha / beta): -0.134 / -0.141 Eh. The expectation value of S² is 8.8393. The value obtained for the energy above the lowest of the compared OMol25 structures with the same formula, charge and spin is 483.5 kJ/mol.

Geometry (Å):
1 C -1.75 2.86 -3.28
2 C -1.28 1.57 -3.21
3 C 0.08 1.33 -3.62
4 C 1.05 2.40 -3.63
5 C 0.54 3.72 -3.59
6 C -0.84 3.93 -3.50
7 C 2.41 2.04 -3.67
8 C 2.80 0.68 -3.64
9 C 1.74 -0.30 -3.74
10 C 1.97 -1.69 -3.46
11 C 3.28 -2.16 -3.40
12 C 4.34 -1.21 -3.43
13 C 4.11 0.16 -3.50
14 H -2.83 3.07 -3.15
15 H 1.24 4.58 -3.64
16 H -1.26 4.93 -3.52
17 H 3.19 2.79 -3.62
18 H 3.48 -3.22 -3.33
19 H 5.36 -1.60 -3.30
20 H 4.94 0.88 -3.44
21 N 0.48 0.10 -3.97
22 Fe -0.95 -1.37 0.59
23 C -2.08 0.38 -2.63
24 H -1.70 -0.54 -3.10
25 H -3.16 0.52 -2.86
26 C 0.73 -2.56 -3.20
27 H -0.10 -2.03 -3.69
28 H 0.90 -3.55 -3.65
29 P -1.96 0.10 -0.77
30 P 0.23 -2.86 -1.48
31 C 1.48 -3.89 -0.77
32 H 1.74 -3.51 0.22
33 H 1.09 -4.91 -0.67
34 H 2.37 -3.87 -1.41
35 C -1.45 -3.55 -1.33
36 H -1.37 -4.64 -1.27
37 H -1.93 -3.16 -0.40
38 H -2.08 -3.26 -2.20
39 C -1.99 1.78 -0.12
40 H -2.98 2.25 -0.29
41 H -1.76 1.78 0.96
42 H -1.22 2.37 -0.61
43 C -3.57 -0.58 -0.26
44 H -3.50 -0.94 0.79
45 H -4.31 0.24 -0.33
46 H -3.86 -1.44 -0.89
47 H -0.25 -0.15 -0.03
48 H 0.26 -1.63 -0.68
49 N -0.30 3.67 9.52
50 C -0.27 2.95 8.59
51 C -0.25 2.15 7.41
52 C -0.30 2.80 6.17
53 C -0.24 2.05 5.00
54 C -0.17 0.65 5.07
55 C -0.13 -0.02 6.30
56 C -0.18 0.74 7.47
57 N -0.09 -0.08 3.87
58 C -0.09 -1.46 3.69
59 C 0.14 -1.74 2.37
60 N 0.17 -0.47 1.71
61 C 0.07 0.49 2.64
62 H -0.36 3.89 6.12
63 H -0.24 2.56 4.03
64 H -0.02 -1.10 6.33
65 H -0.16 0.23 8.44
66 H -0.17 -2.14 4.53
67 H 0.74 -2.57 2.03
68 H 0.21 1.55 2.46


The following is a DFT calculation (the ωB97M-V functional and the def2-TZVPD basis) of C5H10O2 in the gas phase.

The net charge is 0. As for the LUMO energy: 0.034 Eh. The value obtained for the energy above the lowest of the compared OMol25 structures with the same formula, charge and spin is 148.7 kJ/mol.

Geometry (Å):
1 C 0.76 -1.29 0.69
2 C 1.17 -0.25 -0.35
3 O 0.97 -0.76 -1.67
4 C 0.50 1.14 -0.21
5 C -0.91 1.18 0.40
6 C -1.85 0.10 -0.07
7 O -2.79 -0.30 0.57
8 H 1.08 -0.99 1.70
9 H -0.33 -1.43 0.73
10 H 1.21 -2.25 0.44
11 H 2.25 -0.10 -0.28
12 H 0.20 -1.35 -1.66
13 H 1.14 1.79 0.40
14 H 0.50 1.57 -1.21
15 H -1.37 2.14 0.12
16 H -0.89 1.15 1.49
17 H -1.64 -0.33 -1.08


The following is a DFT calculation (the ωB97M-V functional and the def2-TZVPD basis) of a molecular structure, C23H41FP2Pd.

The multiplicity is 5. The net charge is +2. As for the LUMO energy (alpha / beta): -0.187 / -0.334 Eh. The expectation value of S² is 6.0327. The value obtained for the energy above the lowest of the compared OMol25 structures with the same formula, charge and spin is 0.0 kJ/mol.

Geometry (Å):
1 Pd -2.07 1.44 -1.49
2 C -0.68 -0.12 0.40
3 C -2.02 0.44 0.42
4 C -1.95 -1.38 -1.04
5 C -0.67 -1.21 -0.50
6 C -2.83 -0.37 -0.51
7 C 0.38 0.27 1.36
8 H 0.68 1.33 1.28
9 H 1.29 -0.33 1.23
10 H 0.03 0.13 2.40
11 C 0.49 -2.10 -0.81
12 H 1.33 -1.94 -0.12
13 H 0.86 -1.95 -1.83
14 H 0.19 -3.15 -0.73
15 C -2.38 -2.47 -1.93
16 H -1.58 -2.80 -2.59
17 H -3.21 -2.14 -2.56
18 H -2.72 -3.36 -1.38
19 C -4.31 -0.40 -0.61
20 H -4.68 -1.43 -0.42
21 H -4.67 -0.13 -1.61
22 H -4.82 0.27 0.09
23 C -2.57 1.38 1.41
24 H -3.67 1.32 1.41
25 H -2.29 2.40 1.14
26 H -2.19 1.17 2.41
27 C 3.48 2.39 0.77
28 C 3.34 2.57 2.09
29 C 2.91 3.83 2.79
30 C 2.95 5.18 2.03
31 C 1.68 5.51 1.34
32 C 1.21 4.85 0.24
33 C 1.96 3.96 -0.60
34 C 3.37 3.45 -0.28
35 H 3.52 3.94 3.70
36 H 3.83 5.29 1.38
37 H 1.87 3.66 3.11
38 H 4.07 4.27 -0.11
39 H 3.80 1.41 0.40
40 H 3.53 1.74 2.79
41 H 3.68 2.95 -1.21
42 H 1.14 2.77 -0.92
43 H 0.20 5.09 -0.11
44 H 1.92 4.25 -1.65
45 H 3.06 5.94 2.81
46 H 1.10 6.33 1.77
47 P -0.82 4.53 -2.19
48 C 0.43 5.20 -3.40
49 C -1.66 6.17 -1.95
50 P -3.17 2.82 -2.63
51 C -1.89 3.80 -3.52
52 C -4.16 3.91 -1.54
53 C -4.16 2.14 -3.97
54 H 0.50 4.52 -4.25
55 H 1.42 5.31 -2.94
56 H 0.12 6.20 -3.74
57 H -1.58 6.75 -2.87
58 H -1.15 6.70 -1.13
59 H -2.71 6.08 -1.67
60 H -4.46 2.92 -4.68
61 H -5.04 1.64 -3.55
62 H -3.54 1.40 -4.50
63 H -1.25 3.09 -4.08
64 H -2.29 4.58 -4.19
65 H -5.18 3.52 -1.53
66 H -4.16 4.95 -1.89
67 H -3.76 3.85 -0.52
68 F 0.68 1.95 -1.39


The following is a DFT calculation (the ωB97M-V functional and the def2-TZVPD basis) of a gas-phase ion, C6H8NO (charge +1).

The net charge is +1. As for the LUMO energy (alpha / beta): -0.220 / -0.220 Eh. The value obtained for the energy above the lowest of the compared OMol25 structures with the same formula, charge and spin is 263.8 kJ/mol.

Geometry (Å):
1 C 1.52 0.35 0.06
2 C -1.84 1.95 0.06
3 C -0.64 1.65 0.55
4 C -0.23 -0.18 -1.19
5 C 0.25 0.88 -0.27
6 C 0.89 -2.31 0.53
7 N 0.78 -0.78 -0.34
8 O 2.53 0.47 0.63
9 H -2.56 2.56 0.62
10 H -2.03 1.78 -0.97
11 H -0.37 2.10 1.47
12 H -1.13 -0.64 -0.91
13 H 0.07 0.09 -2.24
14 H 1.94 -2.48 0.76
15 H 0.21 -2.27 1.43
16 H 0.60 -3.15 -0.20


The following is a DFT calculation (the ωB97M-V functional and the def2-TZVPD basis) of a molecular structure, C50H41F3I2N4O2ReS2Sb.

The multiplicity is 4. The net charge is +3. As for the LUMO energy (alpha / beta): -0.349 / -0.361 Eh. The expectation value of S² is 3.8120.

Geometry (Å):
1 Re -0.17 0.75 0.13
2 I -3.77 4.15 -1.31
3 C -2.83 3.96 0.56
4 C -3.23 4.70 1.67
5 C -2.61 4.55 2.89
6 I -3.32 5.69 4.52
7 C -1.52 3.65 3.05
8 C -0.78 3.45 4.23
9 C 0.24 2.52 4.24
10 C 0.53 1.79 3.09
11 N -0.15 1.94 1.96
12 C -1.14 2.87 1.93
13 C -1.79 3.02 0.66
14 O -1.40 2.27 -0.30
15 H -4.05 5.39 1.56
16 H -1.02 4.02 5.11
17 H 0.82 2.34 5.12
18 H 1.33 1.07 3.08
19 F 7.13 4.26 0.71
20 C 6.00 3.69 0.30
21 C 6.00 2.97 -0.89
22 C 4.82 2.37 -1.30
23 C 3.67 2.51 -0.53
24 C 3.68 3.24 0.64
25 C 4.85 3.84 1.06
26 Sb 1.87 1.70 -1.35
27 C 2.61 -0.07 -2.32
28 C 3.67 -0.76 -1.73
29 C 4.16 -1.91 -2.32
30 C 3.58 -2.36 -3.50
31 F 4.03 -3.47 -4.06
32 C 2.53 -1.68 -4.11
33 C 2.05 -0.53 -3.51
34 C 1.22 3.14 -2.82
35 C -0.12 3.31 -3.13
36 C -0.50 4.27 -4.04
37 C 0.48 5.06 -4.63
38 F 0.13 5.99 -5.50
39 C 1.83 4.90 -4.32
40 C 2.20 3.94 -3.40
41 H 6.90 2.89 -1.47
42 H 4.81 1.80 -2.22
43 H 2.77 3.36 1.23
44 H 4.89 4.44 1.96
45 H 4.13 -0.39 -0.83
46 H 5.00 -2.45 -1.90
47 H 2.13 -2.04 -5.05
48 H 1.24 0.03 -3.98
49 H -0.89 2.71 -2.65
50 H -1.54 4.43 -4.29
51 H 2.56 5.54 -4.80
52 H 3.24 3.82 -3.14
53 C -4.41 -4.93 -4.11
54 C -4.08 -3.54 -3.59
55 C -2.57 -3.27 -3.73
56 N -2.22 -1.96 -3.24
57 C -1.35 -1.63 -2.32
58 S -1.07 0.04 -2.04
59 N -0.63 -2.56 -1.60
60 C -1.04 -3.31 -0.49
61 O -0.19 -3.74 0.25
62 C -2.50 -3.42 -0.27
63 C -3.24 -2.26 -0.09
64 C -4.58 -2.34 0.26
65 C -5.18 -3.58 0.40
66 C -4.45 -4.74 0.18
67 C -3.11 -4.67 -0.13
68 H -5.48 -5.11 -4.03
69 H -3.89 -5.69 -3.54
70 H -4.14 -5.03 -5.16
71 H -4.37 -3.45 -2.54
72 H -4.63 -2.80 -4.17
73 H -2.31 -3.31 -4.79
74 H -1.99 -4.02 -3.20
75 H -2.73 -1.19 -3.68
76 H 0.38 -2.43 -1.63
77 H -2.77 -1.29 -0.19
78 H -5.14 -1.43 0.42
79 H -6.22 -3.63 0.67
80 H -4.94 -5.70 0.26
81 H -2.53 -5.57 -0.28
82 N 0.88 -0.97 0.67
83 S 0.95 -2.09 1.90
84 C -0.63 -1.98 2.76
85 C -0.81 -2.89 3.79
86 C -1.93 -2.79 4.60
87 C -2.87 -1.81 4.37
88 C -2.73 -0.95 3.30
89 C -1.61 -1.04 2.49
90 C 1.99 -1.19 3.11
91 C 1.74 -1.20 4.47
92 C 2.62 -0.54 5.32
93 C 3.74 0.10 4.82
94 C 3.99 0.09 3.45
95 C 3.12 -0.56 2.59
96 H 1.60 -1.28 0.01
97 H -0.07 -3.66 3.97
98 H -2.06 -3.48 5.42
99 H -3.72 -1.71 5.03
100 H -3.48 -0.20 3.09
101 H -1.51 -0.37 1.63
102 H 0.88 -1.69 4.88
103 H 2.42 -0.54 6.38
104 H 4.42 0.59 5.49
105 H 4.86 0.58 3.06
106 H 3.31 -0.56 1.53


The following is a DFT calculation (the ωB97M-V functional and the def2-TZVPD basis) of 2 unconnected molecules or ions with the total composition C2H2F2INO.

The net charge is 0. As for the LUMO energy: -0.003 Eh. The value obtained for the energy above the lowest of the compared OMol25 structures with the same formula, charge and spin is 154.1 kJ/mol.

Geometry (Å):
1 C -0.28 0.37 0.93
2 C -0.45 -0.02 -1.20
3 N 0.62 -0.59 1.30
4 O -0.85 1.22 1.54
5 F 0.77 -0.57 -1.54
6 F -1.44 -0.88 -1.54
7 I -0.74 1.94 -2.11
8 H 1.14 -1.04 0.55
9 H 1.23 -0.43 2.08


The following is a DFT calculation (the ωB97M-V functional and the def2-TZVPD basis) of C4H8O3 in the gas phase.

The net charge is 0. As for the LUMO energy: 0.030 Eh. The value obtained for the energy above the lowest of the compared OMol25 structures with the same formula, charge and spin is 318.6 kJ/mol.

Geometry (Å):
1 O -2.33 0.03 -0.40
2 C -1.42 -0.39 0.60
3 C -0.01 0.02 -0.04
4 C 1.13 -0.75 0.57
5 O 2.38 -0.24 0.19
6 C 0.14 1.38 -0.60
7 O 0.27 0.26 -1.48
8 H -1.79 -0.08 -1.26
9 H -1.73 -0.05 1.67
10 H -1.39 -1.47 0.75
11 H 1.04 -0.62 1.63
12 H 1.09 -1.85 0.36
13 H 2.29 -0.16 -0.77
14 H 1.04 1.92 -0.34
15 H -0.72 1.99 -0.86


| no. | strongest force on any atom (eV Å⁻¹) | calculated total energy (eV) |
| --- | --- | --- |
| 1 | 0.47 | -99448.8850 |
| 2 | 6.70 | -54583.1018 |
| 3 | 3.00 | -51328.7428 |
| 4 | 3.88 | -25363.6881 |
| 5 | 4.91 | -89503.3820 |
| 6 | 0.48 | -9441.5015 |
| 7 | 3.74 | -49271.1960 |
| 8 | 4.71 | -9877.6466 |
| 9 | 3.63 | -117237.7698 |
| 10 | 2.71 | -19177.9329 |
| 11 | 2.27 | -10417.7014 |